No. 1
The following is a DFT calculation (wB97M-V/def2-TZVPD) of one molecule with the formula C3H5N3.

Calculated values
LUMO level (alpha / beta)   -0.10 / -0.10 eV
ΔE to the lowest compared entry with this formula, charge and spin   358.40 kJ/mol

Bonds (Å) are listed after each position.
Cartesian coordinates (Å):
1 N 0.19130 -1.65975 -0.47887  C2 1.276, H7 1.021
2 C -0.65865 -0.99841 -1.16386  N1 1.276, N6 1.493
3 C 0.62088 0.03605 1.50157  N4 1.282, H8 1.093, H9 1.089
4 N -0.15609 0.96281 1.07492  C3 1.282, C5 1.351
5 C -0.28052 1.30791 -0.22500  N4 1.351, N6 1.315, H10 1.090
6 N -0.33246 0.45709 -1.22643  C2 1.493, C5 1.315, H11 1.015
7 H -0.12089 -2.62877 -0.40479  N1 1.021
8 H 0.48037 -0.29516 2.53352  C3 1.093
9 H 1.42995 -0.39478 0.91295  C3 1.089
10 H -0.53436 2.34983 -0.41962  C5 1.090
11 H -0.63953 0.86318 -2.10438  N6 1.015

No. 2
The following is a DFT calculation (wB97M-V/def2-TZVPD) of one molecule with the formula C2H2S4.

Calculated values
LUMO level   -0.45 eV
Structure (SMILES)   SC#S#S#CS
ΔE to the lowest compared entry with this formula, charge and spin   358.93 kJ/mol

Bonds (Å) are listed after each position.
Cartesian coordinates (Å):
1 C 1.40991 0.25927 0.02099  S3 1.654, S5 1.658
2 C -1.45602 0.17475 0.07494  S4 1.609, S6 1.699
3 S 0.99367 -1.33893 0.11580  C1 1.654, S4 2.218
4 S -1.21475 -1.40838 -0.07653  C2 1.609, S3 2.218
5 S 2.89874 0.97727 -0.11021  C1 1.658, H7 1.440
6 S -2.96864 0.94434 0.14889  C2 1.699, H8 1.350
7 H 4.16778 0.35943 0.17543  S5 1.440
8 H -3.83070 0.03227 -0.34930  S6 1.350

No. 3
The following is a DFT calculation (wB97M-V/def2-TZVPD) of a 2-piece molecular cluster, C5H8O overall.

Calculated values
LUMO level (alpha / beta)   0.48 / 0.48 eV
ΔE to the lowest compared entry with this formula, charge and spin   444.59 kJ/mol

Bonds (Å) are listed after each position.
Cartesian coordinates (Å):
1 C -0.06717 -1.84437 -0.90828  C2 1.503, H7 1.097, H8 1.097, H9 1.101
2 C 0.11829 -0.77239 0.12848  C1 1.503, C3 1.406, H10 1.088
3 C 0.51210 0.52930 -0.23015  C2 1.406, C4 1.476, H11 1.203, H12 1.094
4 C 0.40451 1.63881 0.73687  C3 1.476, H13 1.083, H14 1.088
5 C -1.58168 0.83742 1.09947  O6 1.149
6 O -2.55762 1.29479 0.70127  C5 1.149
7 H -0.89924 -2.51397 -0.65667  C1 1.097
8 H -0.27640 -1.40611 -1.89166  C1 1.097
9 H 0.82873 -2.47642 -1.01307  C1 1.101
10 H 0.31852 -1.10006 1.14655  C2 1.088
11 H 1.62283 0.88638 0.06111  C3 1.203
12 H 0.30931 0.81160 -1.26764  C3 1.094
13 H 0.75070 1.46730 1.74860  C4 1.083
14 H 0.51712 2.64774 0.34513  C4 1.088